Record 1
Computed, not measured: a structure of composition C9H28AuN6O11P3 in a non-equilibrium geometry, with wB97M-V/def2-TZVPD.

The calculation puts the LUMO energy (spin up / spin down) at -0.331 / -0.331 Ha. The HOMO energy (spin up / spin down) comes out at -15.8 / -15.8 eV. For the energy, the calculation gives -2675.2167 a.u. As for the energy relative to the best compared isomer or geometry (same formula, charge and spin): 91.6 kJ/mol. For the gap between HOMO and LUMO (spin up / spin down), the calculation gives 6.749 / 6.749 eV.

The geometry in ORCA input format:
```
! RIJCOSX wB97M-V def2-TZVPD def2/J DEFGRID3
* xyz 2 1
Au -0.1883 -0.8100 -0.3584
N -4.2216 0.2049 2.0425
C -3.4621 -1.0838 1.8418
C -4.1170 -2.1964 2.6626
P -1.7657 -0.6934 2.6004
O -1.4505 -2.0595 3.3430
O -2.1097 0.4263 3.5081
O -0.6039 -0.4069 1.6202
P -3.4114 -1.5903 0.0547
O -3.8092 -0.2306 -0.7505
O -4.4120 -2.6302 -0.1901
O -1.9424 -1.8768 -0.2966
H -3.7244 0.6472 2.8529
H -5.2081 0.0603 2.2424
H -4.0899 0.8490 1.2644
H -4.0562 -1.9824 3.7307
H -3.6335 -3.1494 2.4799
H -5.1671 -2.3058 2.3895
H -0.5176 -2.2988 3.4102
H -4.6878 -0.3725 -1.1405
N -0.9061 -0.7596 -2.6116
N -1.5311 0.4417 -2.9594
C -1.7741 1.4366 -2.0560
N -2.6127 2.3996 -2.4153
N -1.0518 1.4212 -0.9661
N -1.4239 2.1745 0.1463
O -2.6145 2.2892 0.4094
O -0.5249 2.6419 0.7951
H -0.2307 -1.0067 -3.3265
H -1.5859 -1.5118 -2.4888
H -2.0410 0.4507 -3.8275
H -3.0284 2.4375 -3.3323
H -2.7615 3.1911 -1.8113
C 4.8763 -1.8121 0.8509
C 3.3821 -2.0030 0.8837
O 2.7924 -1.4252 -0.3628
P 1.9807 -0.1109 -0.4266
O 2.2726 0.5815 -1.7742
C 2.6101 -0.0668 -3.0620
C 3.9205 0.4993 -3.5469
O 2.5036 0.7945 0.6880
C 2.6158 2.2830 0.7468
C 3.3415 2.6282 2.0209
H 5.3081 -2.2659 1.7440
H 5.1343 -0.7525 0.8395
H 5.3077 -2.2910 -0.0277
H 2.9393 -1.5180 1.7504
H 3.1089 -3.0526 0.8756
H 1.7980 0.1727 -3.7453
H 2.6749 -1.1443 -2.9156
H 3.8213 1.5571 -3.7851
H 4.2423 -0.0384 -4.4395
H 4.6855 0.3825 -2.7786
H 1.6238 2.7011 0.7286
H 3.1557 2.6070 -0.1393
H 2.7190 2.4188 2.8899
H 3.5849 3.6910 2.0102
H 4.2656 2.0571 2.1119
*
```

Just the Löwdin charges please, in e? Sure, here they are:
1 Au 1.144
2 N 0.181
3 C -0.464
4 C -0.072
5 P 0.404
6 O -0.090
7 O -0.242
8 O -0.409
9 P 0.362
10 O -0.161
11 O -0.229
12 O -0.437
13 H 0.125
14 H 0.175
15 H 0.110
16 H 0.102
17 H 0.098
18 H 0.099
19 H 0.106
20 H 0.105
21 N 0.045
22 N 0.032
23 C -0.440
24 N 0.236
25 N 0.079
26 N -0.413
27 O 0.051
28 O 0.107
29 H 0.116
30 H 0.110
31 H 0.169
32 H 0.139
33 H 0.131
34 C -0.048
35 C -0.188
36 O -0.218
37 P 0.534
38 O -0.208
39 C -0.215
40 C -0.042
41 O -0.188
42 C -0.175
43 C -0.043
44 H 0.101
45 H 0.083
46 H 0.093
47 H 0.115
48 H 0.127
49 H 0.111
50 H 0.117
51 H 0.094
52 H 0.100
53 H 0.092
54 H 0.084
55 H 0.125
56 H 0.092
57 H 0.100
58 H 0.086



Record 2
Computed, not measured: a structure of composition C9H28CdNO6 in a non-equilibrium geometry, with wB97M-V/def2-TZVPD.

The calculation puts the LUMO energy at -0.131 Ha. The HOMO energy comes out at -8.9 eV. For the energy, the calculation gives -1033.3806 a.u. As for the energy relative to the best compared isomer or geometry (same formula, charge and spin): 0.0 kJ/mol. For the gap between HOMO and LUMO, the calculation gives 5.303 eV.

The geometry in ORCA input format:
```
! RIJCOSX wB97M-V def2-TZVPD def2/J DEFGRID3
* xyz 1 1
Cd 1.8964 -1.4684 0.8817
C -0.4151 0.4063 -2.4732
C -0.2775 1.4116 -1.3037
C -1.2673 2.5578 -1.5246
C -2.7002 2.1682 -1.2504
C -2.7971 1.5938 0.1481
C -1.8301 0.4463 0.3940
N -0.5128 0.9045 0.0265
O 0.4317 -0.0083 0.4912
C -2.3313 -0.8378 -0.2895
C -1.8327 0.1862 1.9055
C 1.0996 2.0101 -1.3723
H 0.2308 0.6869 -3.3092
H -1.4278 0.2837 -2.8390
H -0.0471 -0.5754 -2.1501
H -1.1338 2.9343 -2.5461
H -1.0096 3.4034 -0.8767
H -3.0856 1.4440 -1.9781
H -3.3490 3.0427 -1.3455
H -3.8281 1.3156 0.3750
H -2.5339 2.3955 0.8489
H -3.2085 -1.2554 0.2033
H -1.5395 -1.6026 -0.2676
H -2.5782 -0.6930 -1.3390
H -2.8011 -0.2009 2.2171
H -1.5152 1.0761 2.4451
H -1.1011 -0.6005 2.1404
H 1.2957 2.6376 -0.4981
H 1.1826 2.6391 -2.2632
H 1.8762 1.2530 -1.4576
O 0.5818 -2.8922 1.9659
H 0.1952 -3.7539 1.7691
H 0.1777 -2.6050 2.7950
O 3.6864 -2.7620 1.4605
H 3.5064 -3.6069 1.8938
H 4.6479 -2.6924 1.4201
O 2.1746 -0.5241 2.9066
H 1.5200 0.0160 3.3696
H 2.9861 -0.4760 3.4251
O 3.5351 -0.1731 0.0610
H 3.5163 0.7626 0.3060
H 4.3499 -0.3043 -0.4381
O 1.4997 -2.6381 -0.9990
H 0.7362 -2.5157 -1.5808
H 1.9964 -3.3894 -1.3479
*
```

Just the Löwdin charges please, in e? Sure, here they are:
1 Cd 1.362
2 C -0.019
3 C -0.537
4 C -0.146
5 C -0.182
6 C -0.145
7 C -0.537
8 N -0.163
9 O -0.397
10 C -0.028
11 C -0.045
12 C -0.058
13 H 0.085
14 H 0.067
15 H 0.052
16 H 0.126
17 H 0.127
18 H 0.105
19 H 0.117
20 H 0.126
21 H 0.123
22 H 0.083
23 H 0.064
24 H 0.063
25 H 0.085
26 H 0.087
27 H 0.042
28 H 0.093
29 H 0.091
30 H 0.055
31 O -0.093
32 H 0.084
33 H 0.072
34 O -0.089
35 H 0.076
36 H 0.081
37 O -0.090
38 H 0.083
39 H 0.075
40 O -0.096
41 H 0.076
42 H 0.080
43 O -0.094
44 H 0.064
45 H 0.075



Record 3
Computed, not measured: a cluster of 2 separate species, C9H28N4OP in total in a non-equilibrium geometry, with wB97M-V/def2-TZVPD.

The calculation puts the LUMO energy at -0.118 Ha. The HOMO energy comes out at -10.3 eV. For the energy, the calculation gives -995.0002 a.u. As for the energy relative to the best compared isomer or geometry (same formula, charge and spin): 189.6 kJ/mol. For the gap between HOMO and LUMO, the calculation gives 7.092 eV.

The geometry in ORCA input format:
```
! RIJCOSX wB97M-V def2-TZVPD def2/J DEFGRID3
* xyz 1 1
C 2.2034 2.5151 0.6176
C 2.1221 4.0656 0.8645
N 3.4197 4.6920 1.3080
C 4.3769 4.7991 0.1569
H 1.3551 1.9402 1.0700
H 2.1603 2.3398 -0.4908
H 3.1761 2.0547 0.9456
H 1.3382 4.3602 1.6106
H 1.8429 4.5530 -0.1044
H 3.8517 4.1003 2.0269
H 3.1852 5.5921 1.7393
H 3.9362 5.2887 -0.7414
H 5.2657 5.3761 0.5217
H 4.6564 3.7524 -0.1227
O 0.4231 -0.5165 -0.0232
P -0.9665 -1.1715 -0.0175
N -0.4201 -2.7295 0.5484
C -1.0512 -4.0093 0.2474
C 0.0033 -2.7311 1.9540
N -1.0833 -1.1741 -1.7561
C -1.3669 -2.3545 -2.5601
C -0.1011 -0.3707 -2.4885
N -2.6647 -1.6857 0.0886
C -3.5925 -0.8119 -0.6930
C -3.2207 -1.5974 1.4661
H -2.0329 -4.1429 0.7162
H -0.4265 -4.8355 0.5986
H -1.1626 -4.1728 -0.8191
H -0.8250 -2.6167 2.6578
H 0.7006 -1.9124 2.1483
H 0.5148 -3.6591 2.2173
H -0.5172 -3.0429 -2.5826
H -1.5923 -2.0650 -3.5913
H -2.2606 -2.8760 -2.2176
H 0.8821 -0.8618 -2.5050
H 0.0134 0.6205 -2.0534
H -0.4148 -0.2086 -3.5242
H -3.5207 0.2316 -0.3727
H -4.6250 -1.1462 -0.5654
H -3.4183 -0.8407 -1.7647
H -3.0857 -0.5982 1.8904
H -2.7885 -2.3327 2.1400
H -4.2897 -1.8170 1.4596
*
```

Just the Löwdin charges please, in e? Sure, here they are:
1 C -0.064
2 C -0.182
3 N -0.022
4 C -0.004
5 H 0.080
6 H 0.091
7 H 0.091
8 H 0.138
9 H 0.131
10 H 0.179
11 H 0.181
12 H 0.117
13 H 0.118
14 H 0.115
15 O -0.343
16 P 0.758
17 N -0.301
18 C -0.132
19 C -0.147
20 N -0.332
21 C -0.145
22 C -0.151
23 N -0.264
24 C -0.131
25 C -0.132
26 H 0.076
27 H 0.085
28 H 0.051
29 H 0.057
30 H 0.068
31 H 0.081
32 H 0.085
33 H 0.082
34 H 0.072
35 H 0.086
36 H 0.057
37 H 0.080
38 H 0.085
39 H 0.086
40 H 0.066
41 H 0.085
42 H 0.059
43 H 0.086



Record 4
Computed, not measured: a cluster of 6 separate species, C9H30Cl2NO8 in total in a non-equilibrium geometry, with wB97M-V/def2-TZVPD.

The calculation puts the LUMO energy at -0.090 Ha. The HOMO energy comes out at -12.7 eV. For the energy, the calculation gives -1937.6752 a.u. For the gap between HOMO and LUMO, the calculation gives 10.298 eV.

The geometry in ORCA input format:
```
! RIJCOSX wB97M-V def2-TZVPD def2/J DEFGRID3
* xyz 1 1
N 21.1722 -9.3964 6.7547
H 20.8257 -8.9353 5.9256
H 21.2297 -10.3846 6.5542
H 20.4811 -9.2562 7.4778
H 22.0441 -8.9901 7.0624
C 24.4980 -9.1982 5.9192
C 24.5843 -8.4735 7.2822
O 23.3645 -7.9442 7.6694
O 23.6727 -10.3315 6.1165
H 25.5364 -9.4426 5.6953
H 24.0679 -8.6347 5.0912
H 25.2911 -7.6439 7.2977
H 24.9922 -9.0284 8.1271
H 23.3404 -7.5677 8.5522
H 23.5955 -10.7015 5.2340
C 20.0988 -7.5685 3.7529
C 19.5842 -8.9936 3.5565
O 19.1955 -9.5194 4.8352
O 21.2702 -7.6069 4.5722
H 19.3280 -6.9055 4.1458
H 20.4405 -7.2052 2.7836
H 20.3784 -9.5899 3.1074
H 18.7230 -8.9963 2.8883
H 18.4601 -8.9593 5.0941
H 21.5342 -6.7102 4.7910
C 18.5217 -7.9978 8.7567
C 19.8807 -8.3395 9.4885
O 20.2621 -9.6983 9.3300
O 18.6893 -7.9398 7.3347
H 18.1289 -7.0436 9.1080
H 17.7519 -8.7494 8.9312
H 19.7266 -8.1882 10.5569
H 20.7257 -7.6989 9.2364
H 19.5966 -10.2519 9.7450
H 17.8585 -8.2346 6.9546
C 19.4383 -12.4955 6.7589
C 19.1860 -13.9155 6.1438
O 20.1883 -14.1883 5.1996
O 20.7652 -12.2861 7.2440
H 18.8001 -12.2725 7.6139
H 19.2079 -11.7677 5.9809
H 18.1883 -14.0424 5.7236
H 19.2896 -14.6795 6.9143
H 21.0315 -14.1048 5.6509
H 20.9421 -12.9802 7.8832
C 22.7698 -11.6446 9.8405
Cl 22.9077 -11.2821 11.5732
Cl 24.3277 -12.3188 9.3306
H 21.9471 -12.3504 9.7258
H 22.4475 -10.7671 9.2800
*
```

Just the Löwdin charges please, in e? Sure, here they are:
1 N 0.298
2 H 0.065
3 H 0.092
4 H 0.064
5 H 0.066
6 C -0.195
7 C -0.227
8 O -0.083
9 O -0.076
10 H 0.125
11 H 0.121
12 H 0.123
13 H 0.123
14 H 0.111
15 H 0.099
16 C -0.212
17 C -0.186
18 O -0.088
19 O -0.079
20 H 0.126
21 H 0.125
22 H 0.131
23 H 0.128
24 H 0.074
25 H 0.106
26 C -0.175
27 C -0.189
28 O -0.103
29 O -0.086
30 H 0.121
31 H 0.124
32 H 0.125
33 H 0.120
34 H 0.109
35 H 0.084
36 C -0.206
37 C -0.224
38 O -0.052
39 O -0.099
40 H 0.113
41 H 0.100
42 H 0.127
43 H 0.113
44 H 0.079
45 H 0.084
46 C -1.047
47 Cl 0.514
48 Cl 0.527
49 H 0.011
50 H 0.000



> The highest energy belongs to which entry?

C9H28N4OP



> Which formula does entry 4 have?

C9H30Cl2NO8



> Which value of energy does entry 3 give?

-995.0002 a.u.